No. 1
C44H48F5IN5O3STeTi as an isolated structure at a distorted geometry. Source: the Open Molecules 2025 dataset; level of theory: wB97M-V/def2-TZVPD.

XYZ file:
```
109
Properties=species:S:1:pos:R:3
Ti -0.14 0.37 0.51
C 2.95 -4.90 2.38
C 1.50 -4.51 2.69
C 0.92 -3.60 1.66
C 0.11 -3.93 0.59
C -0.40 -5.27 0.18
C 0.45 -5.94 -0.90
C -0.10 -2.71 -0.13
C -0.79 -2.62 -1.40
C -0.66 -1.63 -2.28
C -1.23 -1.56 -3.63
C -2.22 -2.54 -4.18
C -1.56 -3.84 -4.66
C -0.65 -0.50 -4.24
C 0.26 0.06 -3.24
C 1.33 1.11 -3.55
C 1.18 2.29 -2.67
N 2.02 2.11 -1.69
C 1.92 3.16 -0.76
C 2.25 3.09 0.53
C 2.56 1.90 1.30
N 1.96 0.71 1.09
C 2.39 -0.10 2.14
C 2.01 -1.42 2.33
C 1.17 -2.20 1.55
N 0.51 -1.69 0.46
C 3.26 0.63 3.00
C 3.35 1.90 2.47
C 4.12 3.08 2.99
C 5.34 3.43 2.14
C 3.83 0.14 4.29
C 2.83 0.26 5.43
C 0.98 4.11 -1.38
C 0.50 3.55 -2.52
C -0.65 3.97 -3.37
C -1.98 3.45 -2.81
C 0.53 5.36 -0.71
C 1.61 6.44 -0.69
N 0.22 -0.53 -2.09
C -0.80 -0.01 -5.64
C 0.18 -0.67 -6.60
H 3.35 -5.57 3.15
H 3.59 -4.02 2.32
H 3.01 -5.42 1.42
H 1.45 -4.04 3.67
H 0.89 -5.42 2.75
H -1.44 -5.18 -0.17
H -0.45 -5.92 1.06
H 0.52 -5.30 -1.78
H 0.03 -6.89 -1.20
H 1.47 -6.11 -0.54
H -1.41 -3.47 -1.67
H -2.76 -2.08 -5.01
H -2.96 -2.77 -3.41
H -0.81 -3.63 -5.42
H -2.29 -4.52 -5.08
H -1.05 -4.35 -3.84
H 1.38 1.30 -4.62
H 2.17 4.00 1.11
H 2.46 -1.92 3.19
H 4.43 2.87 4.02
H 3.45 3.95 3.05
H 6.05 2.60 2.12
H 5.85 4.31 2.52
H 5.05 3.62 1.10
H 4.73 0.71 4.52
H 4.16 -0.90 4.18
H 2.52 1.30 5.56
H 3.25 -0.09 6.37
H 1.92 -0.31 5.22
H -0.50 3.59 -4.39
H -0.67 5.06 -3.46
H -1.91 2.38 -2.58
H -2.79 3.60 -3.52
H -2.23 3.95 -1.88
H 0.21 5.12 0.31
H -0.36 5.74 -1.22
H 2.51 6.10 -0.16
H 1.25 7.34 -0.18
H 1.91 6.72 -1.70
H -0.65 1.08 -5.66
H -1.83 -0.17 -5.98
H 1.21 -0.58 -6.23
H 0.13 -0.23 -7.60
H -0.03 -1.74 -6.69
F -1.83 3.33 4.44
Te -1.66 1.86 3.19
F -0.48 1.99 -0.20
F -0.58 1.17 4.54
F 0.02 2.76 2.63
F -2.89 0.52 3.91
O -0.72 0.27 2.12
S 3.46 -0.69 -3.82
C 2.66 0.53 -3.00
N 2.98 1.10 -1.85
I -5.26 -6.16 0.43
C -4.60 -4.18 0.39
C -3.59 -3.78 1.26
C -3.13 -2.48 1.20
C -3.69 -1.57 0.31
C -4.72 -1.97 -0.53
C -5.18 -3.29 -0.50
C -3.09 -0.19 0.21
O -3.70 0.82 0.48
O -1.85 -0.27 -0.19
H -3.16 -4.48 1.96
H -2.32 -2.15 1.85
H -5.16 -1.26 -1.21
H -5.97 -3.61 -1.16
```

The charge is -1. The calculation puts the energy at -4517.99134 a.u.

Atom charges from the Mulliken analysis, given in e for atoms 1 to 6: 0.624, -1.075, -1.185, 0.509, 1.531, -1.154



No. 2
A 16-piece molecular cluster, C19H70N18O16 overall at a distorted geometry. Source: the Open Molecules 2025 dataset; level of theory: wB97M-V/def2-TZVPD.

XYZ file:
```
123
Properties=species:S:1:pos:R:3
C -1.23 -2.16 3.52
C -0.30 -1.55 4.53
O 0.06 -2.45 5.56
H -1.31 -1.36 2.81
H -2.17 -2.49 4.01
H -0.80 -3.00 3.00
H -0.76 -0.73 5.01
H 0.62 -1.02 4.17
H 0.95 -2.27 5.84
C -3.93 -2.68 0.24
C -3.65 -3.06 1.67
O -4.65 -3.92 1.95
H -3.25 -1.85 -0.09
H -4.91 -2.35 0.19
H -3.87 -3.53 -0.39
H -3.73 -2.22 2.32
H -2.63 -3.37 1.83
H -4.31 -4.49 2.65
C -0.58 -0.62 -0.09
C 0.63 -0.28 0.74
O 0.41 0.42 1.90
H -1.13 -1.47 0.23
H -0.40 -0.64 -1.14
H -1.31 0.18 0.03
H 1.18 0.32 0.05
H 1.19 -1.16 0.86
H 1.24 0.71 2.24
C -3.50 1.98 -2.89
O -3.25 0.81 -2.14
N -4.37 2.03 -3.78
N -2.89 3.10 -2.68
H -4.99 1.20 -3.93
H -4.59 2.91 -4.26
H -2.08 2.89 -2.03
H -2.65 3.81 -3.36
C -0.35 3.63 -1.01
O -0.57 4.82 -0.34
N -1.03 2.52 -0.73
N 0.51 3.55 -1.93
H -1.80 2.69 -0.05
H -0.65 1.59 -1.04
H 1.08 4.36 -2.25
H 0.42 2.80 -2.57
C 3.41 -0.37 3.35
O 3.30 -0.22 4.74
N 3.95 -1.42 2.80
N 3.02 0.55 2.54
H 4.52 -2.15 3.30
H 4.27 -1.29 1.81
H 2.79 1.38 2.99
H 3.05 0.49 1.50
C 3.84 -0.71 -0.19
O 2.90 -1.34 -1.00
N 3.85 0.53 0.05
N 4.86 -1.32 0.27
H 3.09 1.26 -0.23
H 4.50 0.90 0.78
H 4.95 -2.37 0.15
H 5.81 -0.88 0.47
C -3.80 3.58 0.67
O -4.17 4.06 1.92
N -4.00 4.25 -0.45
N -3.29 2.39 0.56
H -4.40 5.15 -0.23
H -3.67 3.88 -1.39
H -3.19 1.84 1.44
H -3.37 1.91 -0.29
C 2.02 -1.33 -4.60
O 3.22 -0.74 -4.86
N 1.13 -1.53 -5.47
N 1.60 -1.66 -3.40
H 1.46 -1.28 -6.43
H 0.15 -1.72 -5.16
H 2.18 -1.38 -2.62
H 0.72 -2.13 -3.16
C 1.24 3.70 2.78
O 1.62 5.05 2.85
N 1.75 2.72 3.43
N 0.36 3.34 1.94
H 2.45 3.09 4.11
H 1.16 1.98 3.81
H 0.03 4.12 1.29
H -0.10 2.42 1.89
C 0.56 -4.41 -2.08
O -0.09 -3.34 -1.40
N 1.49 -4.31 -3.00
N 0.30 -5.68 -1.90
H 1.93 -3.34 -3.13
H 1.96 -4.98 -3.56
H -0.41 -6.07 -1.16
H 0.90 -6.42 -2.30
C 3.24 3.47 0.10
O 3.67 4.37 -0.85
N 2.22 2.69 -0.09
N 3.95 3.22 1.25
H 1.67 2.83 -0.99
H 1.58 2.51 0.72
H 4.86 3.61 1.27
H 3.68 2.61 2.02
C 1.43 -3.92 1.40
O 1.98 -3.49 2.67
H 1.93 -3.59 0.53
H 0.37 -3.75 1.36
H 1.64 -5.01 1.39
H 2.51 -2.66 2.48
C 0.14 1.44 -4.14
O 0.50 0.88 -2.89
H -0.60 2.34 -3.99
H -0.27 0.63 -4.74
H 1.00 1.65 -4.76
H 0.97 0.08 -3.03
C -2.62 1.20 4.01
O -2.32 1.04 2.64
H -1.70 1.16 4.56
H -3.23 0.29 4.28
H -3.20 2.11 4.19
H -1.82 0.20 2.55
C -2.03 -1.43 -3.67
O -1.38 -2.23 -4.54
H -3.12 -1.64 -3.76
H -1.91 -0.45 -4.03
H -1.67 -1.62 -2.67
H -1.94 -2.38 -5.31
```

The charge is 0. The calculation puts the energy at -2955.12506 a.u.

Atom charges from the Mulliken analysis, given in e for atoms 1 to 6: -0.443, -0.013, -0.602, 0.037, 0.524, 0.304



> Which of these has the lowest energy?

C44H48F5IN5O3STeTi